{"formula": "C47H40Cl2FN4O7Rb", "method": "wB97M-V/def2-TZVPD", "symbols": ["Rb", "N", "C", "C", "C", "C", "C", "C", "C", "C", "N", "C", "H", "H", "H", "H", "H", "H", "H", "H", "C", "C", "C", "C", "C", "C", "C", "F", "C", "C", "C", "O", "C", "C", "N", "C", "C", "O", "O", "H", "H", "H", "H", "H", "H", "H", "H", "H", "H", "H", "Cl", "C", "C", "C", "C", "C", "Cl", "C", "N", "C", "C", "C", "C", "C", "C", "C", "C", "O", "O", "H", "H", "H", "H", "H", "H", "H", "H", "H", "H", "C", "C", "C", "C", "C", "C", "C", "C", "C", "C", "O", "O", "H", "H", "H", "H", "H", "H", "H", "H", "H", "H", "H"], "positions_angstrom": [[-0.293209, -0.679666, -0.756391], [0.607352, 0.402789, 2.639920], [1.846971, 0.053154, 3.046316], [2.194160, -0.191681, 4.366164], [3.514006, -0.514292, 4.716371], [4.512457, -0.592057, 3.781703], [4.202361, -0.361628, 2.420475], [5.156687, -0.397274, 1.379302], [4.765885, -0.167369, 0.089946], [3.404241, 0.082672, -0.176438], [2.501385, 0.132044, 0.763389], [2.872084, -0.064177, 2.044073], [-0.153880, 0.490277, 3.286833], [0.494127, 0.711134, 1.685701], [1.435192, -0.115827, 5.136841], [3.745314, -0.688775, 5.761663], [5.530878, -0.834203, 4.064594], [6.193659, -0.606623, 1.620139], [5.477232, -0.193367, -0.725343], [3.050866, 0.235632, -1.191407], [1.568496, 5.465676, -5.588450], [0.134685, 5.119570, -5.176322], [-0.863237, 5.213919, -6.324104], [-0.582785, 4.143804, -7.372390], [-0.494141, 2.784176, -6.727497], [-0.749561, 1.642057, -7.455794], [-0.632284, 0.394467, -6.858707], [-0.894285, -0.696972, -7.615881], [-0.257750, 0.252584, -5.551524], [-0.003490, 1.394686, -4.788418], [0.437091, 1.217105, -3.376470], [0.642129, 0.086995, -2.940818], [0.629770, 2.454674, -2.643099], [0.468620, 3.628450, -3.284517], [0.090365, 3.781618, -4.593119], [-0.135457, 2.667728, -5.368703], [0.988826, 2.585461, -1.119054], [1.870571, 3.432076, -0.887733], [0.299224, 1.895546, -0.347496], [1.612523, 6.455226, -6.049358], [1.953529, 4.724939, -6.290412], [2.210391, 5.457439, -4.707608], [-0.177872, 5.812400, -4.392199], [-0.816754, 6.211963, -6.763844], [-1.868693, 5.069582, -5.921017], [0.358136, 4.367826, -7.885020], [-1.368330, 4.146545, -8.130101], [-1.037773, 1.709719, -8.498278], [-0.151099, -0.722592, -5.094130], [0.654871, 4.550649, -2.747103], [-2.561785, -2.511322, -2.168150], [-3.625349, -3.325078, -1.084023], [-4.931793, -2.892500, -0.973730], [-5.800959, -3.541767, -0.114361], [-5.371545, -4.617823, 0.638649], [-4.061459, -5.048665, 0.509095], [-3.519714, -6.392869, 1.466371], [-3.155645, -4.434748, -0.357080], [-1.831214, -4.907884, -0.442467], [-1.341826, -5.438678, -1.627301], [-2.194214, -5.952539, -2.612189], [-1.690024, -6.516395, -3.772316], [-0.321557, -6.588832, -3.971040], [0.528101, -6.105338, -2.983184], [0.055739, -5.536777, -1.808602], [1.027503, -5.071853, -0.753601], [1.036773, -3.518590, -0.530599], [1.884173, -2.865974, -1.150797], [0.180391, -3.073721, 0.290063], [-5.249583, -2.010787, -1.507939], [-6.809494, -3.170433, 0.001428], [-6.030433, -5.111129, 1.340063], [-1.140375, -4.309347, 0.059360], [-3.264966, -5.892841, -2.464936], [-2.374503, -6.896310, -4.522417], [0.084588, -7.019009, -4.879173], [1.601170, -6.166738, -3.128853], [2.036197, -5.351755, -1.053275], [0.797606, -5.540352, 0.208605], [-3.078557, 0.538890, 6.741027], [-3.352084, 0.345349, 5.269982], [-4.243548, 1.162775, 4.590604], [-4.498766, 0.992101, 3.232081], [-5.463757, 1.916133, 2.535002], [-3.843700, -0.021431, 2.526338], [-2.917433, -0.835307, 3.192247], [-2.169208, -1.905558, 2.448540], [-2.695169, -0.646948, 4.553226], [-4.159304, -0.276887, 1.036015], [-5.372123, -0.441904, 0.771149], [-3.189312, -0.246201, 0.248690], [-3.871592, 1.119977, 7.214791], [-2.136105, 1.070564, 6.899498], [-3.005379, -0.422501, 7.252989], [-4.762365, 1.950999, 5.130530], [-5.970949, 2.569514, 3.247809], [-6.191683, 1.328402, 1.978011], [-4.930446, 2.534083, 1.808125], [-2.865100, -2.652033, 2.062152], [-1.430568, -2.401802, 3.078495], [-1.663040, -1.462021, 1.595419], [-1.983007, -1.288179, 5.067087]], "forces_ev_per_a": [[-0.6, -0.2, 1.0], [0.0, -0.1, -0.1], [0.0, 0.0, 0.1], [-0.2, 0.0, -0.1], [0.2, 0.0, -0.1], [0.0, -0.1, 0.2], [-0.2, 0.1, -0.1], [0.0, 0.0, -0.1], [0.1, -0.1, 0.1], [-0.1, 0.0, 0.0], [-0.1, 0.0, -0.1], [0.3, 0.0, 0.1], [0.0, 0.0, 0.0], [0.0, 0.2, -0.1], [0.0, 0.0, 0.0], [0.0, 0.0, 0.0], [0.0, 0.0, 0.0], [0.0, 0.0, 0.0], [0.0, 0.0, 0.0], [0.0, 0.0, 0.0], [-0.2, 0.0, 0.1], [0.1, 0.1, -0.1], [0.0, -0.1, 0.0], [0.0, 0.0, 0.1], [0.0, 0.1, -0.1], [0.0, 0.0, 0.0], [0.0, 0.1, 0.1], [0.0, -0.1, 0.0], [0.0, -0.1, -0.1], [0.0, 0.1, 0.0], [0.1, 0.3, -0.2], [0.3, 0.5, -0.8], [0.1, -0.1, 0.5], [-0.1, 0.0, -0.3], [0.0, 0.2, 0.2], [0.0, -0.3, -0.1], [0.0, 0.1, -0.5], [-0.1, 0.0, 0.1], [0.1, 0.2, -0.1], [0.0, 0.0, 0.0], [0.0, 0.0, 0.0], [0.0, 0.0, 0.0], [0.0, 0.0, 0.0], [0.0, 0.0, 0.0], [0.0, 0.0, 0.0], [0.0, 0.0, 0.0], [0.0, 0.0, 0.0], [0.0, 0.0, 0.0], [0.0, 0.0, 0.0], [0.0, 0.0, 0.0], [0.0, -0.1, -0.2], [-0.1, -0.5, 0.2], [0.0, 0.2, 0.0], [0.0, 0.0, 0.1], [0.0, 0.0, 0.0], [0.1, 0.1, -0.2], [0.0, -0.1, 0.1], [-0.1, 0.1, 0.0], [0.5, 0.4, 0.2], [0.0, -0.2, -0.1], [0.0, 0.1, 0.1], [0.0, 0.0, 0.0], [0.0, -0.1, -0.1], [0.0, 0.0, 0.0], [0.0, 0.0, 0.0], [0.0, 0.4, 0.0], [0.1, -0.5, 0.2], [0.0, 0.1, -0.2], [-0.1, -0.6, 0.1], [0.0, 0.1, 0.0], [0.0, 0.0, 0.0], [0.0, 0.0, 0.0], [-0.2, 0.0, -0.2], [0.0, 0.0, 0.0], [0.0, 0.0, 0.0], [0.0, 0.0, 0.0], [0.0, 0.0, 0.0], [0.0, -0.1, 0.0], [-0.1, 0.0, 0.0], [0.0, 0.0, -0.1], [0.0, 0.0, 0.1], [0.0, 0.0, 0.0], [0.0, 0.0, -0.1], [0.0, -0.1, 0.0], [0.0, -0.2, -0.1], [0.0, 0.1, 0.0], [0.0, 0.0, 0.0], [0.0, 0.1, 0.0], [-0.1, 0.5, 0.1], [0.1, -0.2, -0.1], [0.0, -0.2, 0.0], [0.0, 0.0, 0.0], [0.0, 0.0, 0.0], [0.0, 0.0, 0.0], [0.0, 0.0, 0.0], [0.0, 0.0, 0.0], [0.0, 0.0, 0.0], [0.0, 0.0, 0.0], [0.0, -0.1, -0.1], [0.0, 0.0, 0.0], [0.0, -0.2, 0.0], [0.0, 0.0, 0.0]], "lowdin_charge": [1.01, 0.17, -0.24, -0.05, -0.12, -0.09, -0.17, -0.03, -0.05, -0.11, 0.13, -0.15, 0.10, 0.05, 0.10, 0.09, 0.09, 0.10, 0.10, 0.11, -0.03, -0.32, -0.14, -0.14, -0.14, 0.03, -0.27, 0.04, 0.07, -0.03, -0.33, -0.14, -0.01, 0.01, -0.01, -0.09, -0.68, -0.04, -0.15, 0.08, 0.08, 0.08, 0.14, 0.11, 0.13, 0.11, 0.11, 0.12, 0.14, 0.14, 0.75, -0.56, -0.10, -0.08, -0.12, -0.60, 0.66, -0.32, 0.06, -0.23, -0.04, -0.12, -0.13, -0.05, -0.15, -0.06, -0.72, -0.04, -0.22, 0.11, 0.11, 0.09, 0.11, 0.11, 0.09, 0.08, 0.10, 0.10, 0.12, -0.07, -0.29, -0.03, -0.21, -0.05, -0.04, -0.20, -0.03, -0.03, -0.65, -0.04, -0.08, 0.06, 0.07, 0.07, 0.10, 0.06, 0.06, 0.09, 0.09, 0.08, 0.03, 0.11], "spin_multiplicity": 1, "e_tot_ev": -98106.520, "charge": -2, "de_lowest_kcal_mol": 15.9, "max_force_ev_per_a": 1.2}